Entry 1:
DFT (the ωB97M-V functional and the def2-TZVPD basis) results for a 2-piece molecular cluster, C2H5IN2 overall in a non-equilibrium geometry.

Each line ends with the natural charge from an NBO analysis.
Cartesian coordinates (Å):
I (-0.30247, -3.79207, -0.91752)  -0.087
N (0.93170, 0.80429, 0.69659)  -0.250
N (0.14535, 0.18188, 0.02828)  -0.106
C (-0.89013, 0.73722, -0.75815)  -0.485
C (1.62284, 1.18189, 1.55919)  0.038
H (-0.65585, 1.80349, -1.06627)  0.196
H (2.57459, 1.27516, 1.97167)  0.153
H (-0.36302, -3.21715, 0.45890)  0.086
H (-1.84171, 0.86777, -0.21889)  0.224
H (-1.22130, 0.15752, -1.75379)  0.231

**Strongest force on any atom**: 6.60 eV/Å
**LUMO energy (alpha / beta)**: 0.834 / -1.417 eV
**Relative energy (zero: lowest compared OMol25 entry of this formula, charge and spin)**: 75.0 kcal/mol
**2S+1**: 3
**Gap between HOMO and LUMO (alpha / beta)**: 5.84 / 8.00 eV
**⟨S²⟩**: 2.014

Entry 2:
DFT (the ωB97M-V functional and the def2-TZVPD basis) results for a 2-piece molecular cluster, C2H5IN2OS overall in a non-equilibrium geometry.

Each line ends with the natural charge from an NBO analysis.
Cartesian coordinates (Å):
I (-2.46471, 1.51560, 1.18018)  0.071
S (1.51962, -0.59950, 0.23086)  0.458
O (-0.80353, -0.52286, 2.58675)  -0.503
N (0.13513, 1.56963, -0.35188)  -0.621
N (0.70223, 0.78701, 0.58028)  -0.487
C (-0.84541, 0.29956, 1.77194)  0.465
C (0.46699, -1.54614, -0.93345)  -0.784
H (0.46284, 2.52533, -0.33553)  0.377
H (1.05304, -2.41464, -1.20969)  0.240
H (-0.43989, -1.84995, -0.42143)  0.221
H (0.23571, -0.95766, -1.81820)  0.206
H (-0.02201, 1.19364, -1.27984)  0.358

**Strongest force on any atom**: 3.16 eV/Å
**LUMO energy**: -0.092 eV
**Relative energy (zero: lowest compared OMol25 entry of this formula, charge and spin)**: 43.0 kcal/mol
**Gap between HOMO and LUMO**: 7.99 eV

Entry 3:
DFT (the ωB97M-V functional and the def2-TZVPD basis) results for a 2-piece molecular cluster, C2H5IO overall in a non-equilibrium geometry.

Each line ends with the natural charge from an NBO analysis.
Cartesian coordinates (Å):
I (-1.97171, 1.25790, 3.55884)  -0.093
O (1.13703, -0.67224, -2.08792)  -0.650
C (0.02798, -1.01226, -1.43744)  0.183
C (-0.29738, -0.70573, -0.15333)  -0.580
H (1.57640, -0.09881, -1.47160)  0.472
H (0.39393, 0.04002, 0.35504)  0.177
H (-0.58191, -1.67354, -2.06323)  0.178
H (-1.30187, -0.81557, 0.14292)  0.220
H (-0.87692, 1.11767, 2.41390)  0.093

**Strongest force on any atom**: 3.30 eV/Å
**LUMO energy**: 0.629 eV
**Relative energy (zero: lowest compared OMol25 entry of this formula, charge and spin)**: 23.0 kcal/mol
**Gap between HOMO and LUMO**: 9.83 eV
**SMILES string**: C=CO.I

Entry 4:
DFT (the ωB97M-V functional and the def2-TZVPD basis) results for a 2-piece molecular cluster, C2H5IO2 overall in a non-equilibrium geometry.

Each line ends with the natural charge from an NBO analysis.
Cartesian coordinates (Å):
I (-3.39633, -0.03516, -0.01164)  0.029
O (-0.64757, 3.25625, 0.07948)  -0.921
O (-0.98224, -1.51288, -0.11008)  -0.524
C (0.38470, -1.90604, 0.00390)  -0.254
C (-1.28988, -0.29802, 0.18574)  0.130
H (0.77159, -1.34059, 0.83850)  0.212
H (-1.34513, 2.69002, 0.40018)  0.465
H (-1.21215, 4.12611, 0.28435)  0.455
H (0.83157, -1.62190, -0.93919)  0.201
H (0.41014, -2.98021, 0.05959)  0.207

**Strongest force on any atom**: 4.29 eV/Å
**LUMO energy**: 0.194 eV
**Relative energy (zero: lowest compared OMol25 entry of this formula, charge and spin)**: 74.1 kcal/mol
**Gap between HOMO and LUMO**: 9.05 eV

- Which value of strongest force on any atom does entry 3 give?
  3.30 eV/Å

- What is the strongest force on any atom in the second record?
  3.16 eV/Å

- The highest relative energy (zero: lowest compared OMol25 entry of this formula, charge and spin) belongs to which entry?
  C2H5IN2

- Number 4 is which compound?
  C2H5IO2